No. 1
{"formula": "C55H76NO23P", "method": "the ωB97M-V functional and the def2-TZVPD basis", "symbols": ["C", "C", "C", "C", "C", "C", "C", "P", "O", "O", "C", "C", "O", "C", "C", "C", "C", "C", "O", "C", "C", "C", "N", "C", "C", "O", "H", "H", "H", "H", "H", "H", "H", "H", "H", "H", "H", "H", "H", "H", "H", "H", "H", "H", "H", "H", "H", "H", "O", "C", "O", "C", "C", "C", "H", "H", "H", "H", "H", "H", "O", "C", "O", "C", "C", "C", "H", "H", "H", "H", "H", "H", "O", "C", "O", "C", "C", "C", "H", "H", "H", "H", "H", "H", "O", "C", "O", "C", "C", "C", "H", "H", "H", "H", "H", "H", "O", "C", "O", "C", "C", "C", "H", "H", "H", "H", "H", "H", "O", "C", "O", "C", "C", "C", "H", "H", "H", "H", "H", "H", "O", "C", "O", "C", "C", "C", "H", "H", "H", "H", "H", "H", "O", "C", "O", "C", "C", "C", "H", "H", "H", "H", "H", "H", "O", "C", "O", "C", "C", "C", "H", "H", "H", "H", "H", "H"], "positions_angstrom": [[-2.201, 1.947, 2.748], [-3.141, 2.446, 1.974], [-4.003, 3.369, 0.940], [-3.050, 4.032, -0.183], [-3.186, 3.376, -1.657], [-1.852, 2.519, -1.966], [-1.904, 0.945, -2.032], [-3.430, -0.143, -1.744], [-2.799, -1.507, -0.842], [-4.559, 0.579, -0.665], [-0.546, 0.162, -2.352], [0.842, 0.864, -2.578], [2.055, 0.155, -2.880], [2.726, -0.304, -1.664], [2.338, -1.887, -1.491], [0.887, 2.433, -2.492], [-0.453, 3.260, -2.196], [-0.277, 4.861, -2.167], [-1.150, 5.709, -2.538], [1.149, 5.444, -1.669], [2.360, 4.694, -1.936], [3.836, 5.202, -1.524], [4.418, 4.370, -0.422], [3.731, 4.711, 0.886], [2.274, 3.252, -2.689], [3.271, 2.799, -3.360], [-1.312, 1.720, 3.470], [-4.458, 4.208, 1.608], [-4.893, 2.771, 0.534], [-3.277, 5.156, -0.206], [-1.956, 3.861, 0.168], [-3.199, 4.265, -2.407], [-4.165, 2.802, -1.837], [-2.674, -1.129, 0.078], [-4.596, 0.070, 0.196], [-0.576, -1.002, -2.420], [2.468, 0.315, -0.726], [3.868, -0.174, -1.867], [3.298, -2.534, -1.575], [1.783, -2.012, -0.495], [1.678, -2.182, -2.383], [1.247, 6.446, -1.103], [4.539, 5.115, -2.446], [3.871, 6.304, -1.178], [4.238, 3.362, -0.614], [2.956, 5.549, 0.699], [4.472, 5.127, 1.666], [3.206, 3.780, 1.318], [-0.930, -2.756, -3.011], [-0.400, -3.228, -3.990], [0.910, -3.593, -4.046], [1.228, -4.008, -5.379], [-0.092, -4.393, -6.001], [-1.061, -3.453, -5.320], [1.706, -3.172, -5.899], [1.925, -4.848, -5.346], [-0.094, -4.312, -7.090], [-0.338, -5.427, -5.739], [-1.141, -2.498, -5.845], [-2.044, -3.909, -5.198], [0.008, -6.904, 1.971], [-0.362, -6.274, 1.010], [0.065, -5.016, 0.712], [-0.654, -4.529, -0.427], [-1.154, -5.762, -1.138], [-1.381, -6.729, 0.003], [-1.471, -3.891, -0.077], [0.011, -3.937, -1.057], [-2.046, -5.579, -1.742], [-0.373, -6.152, -1.800], [-2.380, -6.624, 0.434], [-1.198, -7.760, -0.302], [-5.634, -0.987, 2.105], [-5.342, -2.132, 1.854], [-5.508, -2.710, 0.634], [-5.164, -4.097, 0.717], [-4.259, -4.211, 1.920], [-4.793, -3.131, 2.834], [-6.083, -4.678, 0.832], [-4.661, -4.406, -0.202], [-4.263, -5.207, 2.368], [-3.229, -3.974, 1.633], [-5.607, -3.497, 3.465], [-4.001, -2.692, 3.442], [-5.337, 5.225, -1.696], [-6.106, 5.802, -0.967], [-6.189, 5.593, 0.376], [-7.274, 6.358, 0.909], [-7.508, 7.466, -0.090], [-7.134, 6.810, -1.401], [-8.144, 5.703, 1.014], [-7.003, 6.746, 1.893], [-8.527, 7.856, -0.070], [-6.824, 8.298, 0.112], [-7.981, 6.284, -1.849], [-6.710, 7.527, -2.103], [3.373, 7.690, 0.185], [4.013, 8.675, -0.098], [5.269, 8.643, -0.621], [5.770, 9.979, -0.730], [4.546, 10.863, -0.754], [3.573, 10.097, 0.114], [6.413, 10.182, 0.132], [6.362, 10.077, -1.643], [4.741, 11.878, -0.404], [4.155, 10.927, -1.775], [3.684, 10.350, 1.172], [2.543, 10.242, -0.212], [0.915, 0.871, 3.494], [2.105, 1.045, 3.605], [2.668, 2.191, 4.076], [4.093, 2.097, 3.972], [4.390, 0.618, 3.920], [3.174, 0.064, 3.211], [4.412, 2.617, 3.064], [4.557, 2.576, 4.836], [5.331, 0.386, 3.422], [4.438, 0.213, 4.936], [3.293, 0.083, 2.124], [2.932, -0.942, 3.555], [6.147, -1.671, 3.766], [6.067, -2.302, 2.739], [4.901, -2.535, 2.076], [5.153, -3.402, 0.966], [6.624, -3.248, 0.667], [7.210, -2.977, 2.034], [4.892, -4.425, 1.257], [4.531, -3.106, 0.120], [7.056, -4.119, 0.169], [6.783, -2.378, 0.021], [7.458, -3.903, 2.562], [8.079, -2.322, 1.976], [8.824, -6.199, 4.361], [7.680, -6.434, 4.665], [6.669, -6.595, 3.766], [5.432, -6.750, 4.469], [5.816, -7.221, 5.851], [7.152, -6.546, 6.068], [4.917, -5.784, 4.487], [4.803, -7.476, 3.950], [5.072, -6.976, 6.611], [5.949, -8.308, 5.848], [7.038, -5.544, 6.487], [7.812, -7.152, 6.689], [-6.465, -5.776, -3.856], [-7.228, -5.198, -3.121], [-7.295, -5.405, -1.776], [-8.376, -4.641, -1.235], [-8.622, -3.536, -2.234], [-8.262, -4.194, -3.546], [-9.245, -5.297, -1.119], [-8.096, -4.249, -0.255], [-9.642, -3.148, -2.204], [-7.938, -2.703, -2.041], [-9.112, -4.722, -3.985], [-7.845, -3.477, -4.254]], "mulliken_charge": [-0.4333, -0.4763, 0.2409, -0.7027, -0.5574, -0.2730, 0.2971, -0.2256, -0.1734, -0.2734, -0.1149, -0.3424, -0.4786, -0.4318, 0.0645, 0.6191, 0.4072, 0.3902, -0.5927, -0.2925, 0.6646, -0.2910, -0.3569, -0.1165, -0.0535, -0.5782, 0.2614, 0.2265, 0.1943, 0.2062, 0.5253, 0.4141, 0.5500, 0.2718, 0.1792, 0.0761, 0.2922, 0.2463, 0.1520, 0.2784, -0.4621, 0.2588, 0.2875, -0.1706, 0.2546, 0.0230, 0.2031, -0.0528, -0.6895, 0.5114, -0.3205, -0.5573, -0.5640, -0.5513, 0.3235, 0.3229, 0.3470, 0.2806, 0.3146, 0.2974, -0.6334, 0.4170, -0.3296, 1.0185, -0.4722, -0.3664, -0.2579, -0.4541, 0.3778, 0.2846, 0.1141, 0.3490, -0.6309, 0.4763, -0.2354, -0.3846, -0.0220, -0.6098, 0.2406, 0.3065, 0.4703, -0.1896, 0.2909, 0.3428, -0.4848, 0.3774, -0.2090, -0.5156, -0.5268, -0.4714, 0.2890, 0.3312, 0.3298, 0.2752, 0.2725, 0.3034, -0.5815, 0.4675, -0.3414, -0.4708, -0.5042, -0.4146, 0.2746, 0.3155, 0.3242, 0.2701, 0.2715, 0.3053, -0.5846, 0.2384, -0.3632, -0.3399, -0.3484, 0.3377, 0.1115, 0.3445, 0.2711, 0.1702, -0.1347, 0.3204, -0.6265, 0.4534, -0.2429, 0.4594, -0.5859, -0.1931, 0.2433, -0.4386, 0.3749, 0.3029, 0.0255, 0.3075, -0.5935, 0.5816, -0.3493, -0.3537, -0.4822, -0.4322, 0.2043, 0.3295, 0.3231, 0.2632, 0.2448, 0.2881, -0.6049, 0.4854, -0.3462, -0.2231, -0.4885, -0.3549, 0.3014, 0.1914, 0.3496, 0.1807, 0.2522, 0.2911], "charge": 0, "smiles": "C#CCCCc1c(P(O)O)cc(OCC)c2c1C(=O)C=C(CNC)C2=O.O=C1CCCO1.O=C1CCCO1.O=C1CCCO1.O=C1CCCO1.O=C1CCCO1.O=C1CCCO1.O=C1CCCO1.O=C1CCCO1.O=C1CCCO1", "multiplicity": 1, "orbital_gap_ev": 7.14, "largest_force_ev_per_a": 6.09, "energy_ev": -116129.3779}



No. 2
{"formula": "C5H11NO", "method": "the ωB97M-V functional and the def2-TZVPD basis", "symbols": ["C", "C", "C", "N", "C", "C", "O", "H", "H", "H", "H", "H", "H", "H", "H", "H", "H", "H"], "positions_angstrom": [[1.148, -0.670, -1.169], [0.381, -0.654, 0.154], [1.230, -0.129, 1.308], [-0.872, 0.096, 0.020], [-0.879, 1.536, 0.163], [-1.962, -0.565, -0.454], [-2.000, -1.754, -0.715], [1.460, 0.340, -1.463], [2.049, -1.286, -1.081], [0.521, -1.089, -1.960], [0.069, -1.678, 0.378], [0.660, -0.103, 2.243], [2.093, -0.786, 1.455], [1.615, 0.878, 1.109], [-0.672, 1.841, 1.195], [-0.136, 2.008, -0.493], [-1.865, 1.920, -0.113], [-2.842, 0.096, -0.577]], "mulliken_charge": [-1.2367, 0.3078, -1.5064, 0.1577, -0.8414, 0.1027, -0.5725, 0.2650, 0.3653, 0.3663, 0.3167, 0.3739, 0.4204, 0.3386, 0.2723, 0.2847, 0.3189, 0.2667], "charge": 0, "smiles": "CC(C)N(C)C=O", "multiplicity": 1, "orbital_gap_ev": 10.17, "largest_force_ev_per_a": 0.31, "de_lowest_kcal_mol": 10.0, "energy_ev": -8901.2638}



No. 3
{"formula": "C2H6N3S", "method": "the ωB97M-V functional and the def2-TZVPD basis", "symbols": ["C", "C", "N", "N", "N", "S", "H", "H", "H", "H", "H", "H"], "positions_angstrom": [[-0.167, -0.448, 0.434], [0.580, 0.041, 1.701], [0.039, 0.630, -0.601], [0.843, 1.564, -0.175], [-0.841, -0.434, -2.164], [1.412, 1.580, 1.215], [0.187, -1.427, 0.010], [-1.212, -0.780, 0.478], [-0.168, 0.212, 2.470], [1.273, -0.833, 1.916], [-0.235, -0.134, -3.055], [-1.712, 0.032, -2.231]], "mulliken_charge": [-0.4485, -0.4440, 0.1567, -0.2623, -0.2623, 0.2634, 0.2959, 0.3322, 0.3654, 0.3453, 0.3453, 0.3129], "charge": 1, "multiplicity": 1, "orbital_gap_ev": [7.03, 7.18], "largest_force_ev_per_a": 8.66, "de_lowest_kcal_mol": 147.1, "energy_ev": -17463.7600}



No. 4
{"formula": "C6H12NO", "method": "the ωB97M-V functional and the def2-TZVPD basis", "symbols": ["C", "N", "C", "C", "C", "C", "C", "O", "H", "H", "H", "H", "H", "H", "H", "H", "H", "H", "H", "H"], "positions_angstrom": [[1.173, -0.339, 1.736], [0.746, -0.484, 0.344], [1.446, 0.579, -0.468], [0.411, 1.571, -0.983], [-0.918, 0.739, -0.969], [-0.701, -0.332, 0.070], [-1.556, -1.673, -0.233], [-2.813, -1.480, 0.240], [0.452, -0.743, 2.455], [1.469, 0.612, 2.194], [2.067, -0.981, 1.813], [2.209, 1.060, 0.145], [1.916, -0.030, -1.258], [0.629, 2.026, -1.946], [0.243, 2.307, -0.191], [-1.846, 1.299, -0.843], [-0.994, 0.404, -2.006], [-1.312, -0.157, 0.963], [-0.990, -2.509, 0.261], [-1.632, -1.868, -1.325]], "mulliken_charge": [-1.0642, -0.0351, -0.6923, -0.5527, -0.6538, 0.1388, -0.6427, -0.9072, 0.3844, 0.3431, 0.3518, 0.3706, 0.2873, 0.4087, 0.2052, 0.3637, 0.2997, 0.0290, 0.2169, 0.1488], "charge": -1, "smiles": "CN1CCC[C@H]1C[O-]", "multiplicity": 1, "orbital_gap_ev": 5.96, "largest_force_ev_per_a": 2.27, "de_lowest_kcal_mol": 19.6, "energy_ev": -9952.4975}